No. 1
Here is C20H28Cl2InN2O6 as an isolated structure in a non-equilibrium geometry from the Open Molecules 2025 dataset. Energies are from wB97M-V/def2-TZVPD.

CARTESIAN COORDINATES (ANGSTROEM)
In 0.439 0.108 -0.314
Cl -1.213 -0.364 1.543
N -0.796 -1.487 -1.484
N 1.541 1.274 1.385
C -1.416 -1.034 -2.546
C 1.243 2.547 1.440
C -1.269 -2.869 -1.236
C -1.785 -3.247 -2.625
C -2.420 -2.869 -0.248
C -0.170 -3.784 -0.735
H -3.245 -2.248 -0.620
H -2.083 -2.459 0.711
H -2.770 -3.900 -0.120
H 0.679 -3.774 -1.421
H -0.581 -4.801 -0.676
H 0.171 -3.475 0.258
C 2.228 0.860 2.622
C 2.281 2.171 3.408
C 3.610 0.321 2.286
C 1.447 -0.203 3.364
H 0.414 0.122 3.507
H 1.925 -0.362 4.339
H 1.444 -1.142 2.804
H 4.188 1.094 1.768
H 3.530 -0.554 1.633
H 4.119 0.048 3.218
O 1.569 3.157 2.564
H 3.304 2.547 3.549
H 1.747 2.137 4.364
O -2.047 -1.940 -3.274
H -2.722 -3.809 -2.646
H -1.010 -3.758 -3.219
C -1.469 0.405 -2.943
C 0.575 3.325 0.354
C -0.709 2.694 -0.034
H 1.228 3.295 -0.518
H 0.436 4.344 0.688
C -0.793 1.584 -0.837
C -1.756 1.218 -1.732
H 1.660 0.535 -1.299
C -3.009 1.629 -1.280
C -3.108 2.514 -0.211
C -4.215 1.057 -1.940
C -1.981 3.067 0.388
H -4.115 2.798 0.173
C -2.080 4.048 1.502
H -3.128 4.220 1.805
H -1.656 5.039 1.256
H -1.544 3.705 2.410
H -4.232 1.203 -3.036
H -5.154 1.491 -1.545
H -4.303 -0.038 -1.781
H -2.210 0.534 -3.722
H -0.480 0.688 -3.309
O 2.664 -2.999 -1.721
Cl 2.959 -1.712 -1.210
O 1.796 -1.414 -0.066
O 4.159 -1.645 -0.487
O 2.822 -0.640 -2.305

Summary:
Frontier orbital gap (alpha / beta) in eV: 5.3936 / 5.3928
LUMO level (alpha / beta) in eV: 2.77 / 2.77
Strongest force on any atom in hartree/bohr: 0.121
Total charge: -1
HOMO (alpha / beta) in eV: -2.6 / -2.6
Energy above the lowest of the compared OMol25 structures with the same formula, charge and spin in kcal/mol: 30.0

Formally, the Mulliken partial charges of the atoms, in units of the elementary charge, are as follows: number 1, In, carries 0.948; number 2, Cl, carries -0.530; number 3, N, carries 0.201; number 4, N, carries 0.048; number 5, C, carries 0.730; number 6, C, carries 0.727; number 7, C, carries 1.330; number 8, C, carries -0.825; number 9, C, carries -1.429; number 10, C, carries -1.762; number 11, H, carries 0.267; number 12, H, carries 0.187; number 13, H, carries 0.459; number 14, H, carries 0.346; number 15, H, carries 0.471; number 16, H, carries 0.241; number 17, C, carries 1.519; number 18, C, carries -0.796; number 19, C, carries -1.577; number 20, C, carries -1.841; number 21, H, carries 0.442; number 22, H, carries 0.468; number 23, H, carries 0.233; number 24, H, carries 0.447; number 25, H, carries 0.111; number 26, H, carries 0.424; number 27, O, carries -0.436; number 28, H, carries 0.320; number 29, H, carries 0.322; number 30, O, carries -0.455; number 31, H, carries 0.276; number 32, H, carries 0.368; number 33, C, carries -1.836; number 34, C, carries -1.750; number 35, C, carries 0.406; number 36, H, carries 0.245; number 37, H, carries 0.405; number 38, C, carries 1.301; number 39, C, carries 0.029; number 40, H, carries -0.705; number 41, C, carries 1.592; number 42, C, carries -1.862; number 43, C, carries -1.680; number 44, C, carries 1.601; number 45, H, carries 0.106; number 46, C, carries -1.851; number 47, H, carries 0.394; number 48, H, carries 0.306; number 49, H, carries 0.243; number 50, H, carries 0.287; number 51, H, carries 0.407; number 52, H, carries 0.180; number 53, H, carries 0.399; number 54, H, carries 0.331; number 55, O, carries -0.675; number 56, Cl, carries 1.696; number 57, O, carries -0.580; number 58, O, carries -0.626; number 59, O, carries -0.600


No. 2
Here is a single C2H6N4O2S molecule in a non-equilibrium geometry from the Open Molecules 2025 dataset. Energies are from wB97M-V/def2-TZVPD.

CARTESIAN COORDINATES (ANGSTROEM)
C -0.351 -0.200 -1.498
C 0.813 -0.686 2.133
N -0.026 -0.808 -0.415
N -1.580 -0.333 -2.043
N 0.535 0.471 -2.227
N 0.233 0.644 2.289
O -0.976 0.823 2.239
O 0.977 1.622 2.469
S 1.465 -0.814 0.317
H 0.112 -1.553 2.092
H 1.578 -0.605 2.854
H -2.174 -1.077 -1.439
H -2.161 0.526 -2.183
H 1.437 0.780 -1.802
H 0.118 1.210 -2.787

Summary:
Frontier orbital gap (alpha / beta) in eV: 5.3456 / 5.8643
Multiplicity: 3
LUMO level (alpha / beta) in eV: 0.24 / -2.85
Strongest force on any atom in hartree/bohr: 0.091
Total charge: 0
HOMO (alpha / beta) in eV: -5.1 / -8.7
Energy above the lowest of the compared OMol25 structures with the same formula, charge and spin in kcal/mol: 2.5
Expectation value of S²: 2.011

Formally, the Mulliken partial charges of the atoms, in units of the elementary charge, are as follows: number 1, C, carries 0.618; number 2, C, carries -0.563; number 3, N, carries -0.340; number 4, N, carries -0.543; number 5, N, carries -0.421; number 6, N, carries 0.739; number 7, O, carries -0.635; number 8, O, carries -0.661; number 9, S, carries 0.004; number 10, H, carries 0.308; number 11, H, carries 0.396; number 12, H, carries 0.318; number 13, H, carries 0.284; number 14, H, carries 0.244; number 15, H, carries 0.252


No. 3
Here is a single CH4N2S2 molecule in a non-equilibrium geometry from the Open Molecules 2025 dataset. Energies are from wB97M-V/def2-TZVPD.

CARTESIAN COORDINATES (ANGSTROEM)
N 0.329 1.473 0.016
C 0.568 0.138 -0.092
S 2.151 -0.394 0.023
N -0.530 -0.703 0.076
S -2.107 -0.142 -0.079
H -0.554 1.885 0.184
H 0.899 2.290 -0.166
H -0.484 -1.624 -0.302
H -2.577 -0.192 1.080

Summary:
Frontier orbital gap in eV: 8.9206
LUMO level in eV: 0.55
Strongest force on any atom in hartree/bohr: 0.070
Total charge: 0
HOMO in eV: -8.4
Structure (SMILES): NC(=S)NS
Energy above the lowest of the compared OMol25 structures with the same formula, charge and spin in kcal/mol: 15.1

Formally, the Mulliken partial charges of the atoms, in units of the elementary charge, are as follows: number 1, N, carries -0.359; number 2, C, carries 0.347; number 3, S, carries -0.364; number 4, N, carries -0.230; number 5, S, carries -0.211; number 6, H, carries 0.165; number 7, H, carries 0.216; number 8, H, carries 0.302; number 9, H, carries 0.134


No. 4
Here is a single C16H19N3O3S molecule in a non-equilibrium geometry from the Open Molecules 2025 dataset. Energies are from wB97M-V/def2-TZVPD.

CARTESIAN COORDINATES (ANGSTROEM)
C -2.629 -2.593 -0.177
C -1.344 -3.228 -0.691
C -0.256 -3.263 0.392
C 0.235 -1.862 0.688
O -0.240 -1.138 1.530
N 1.259 -1.462 -0.134
C 1.908 -0.234 -0.003
C 3.249 0.051 0.153
C 3.297 1.446 0.308
N 2.093 1.980 0.266
N 1.251 0.958 0.065
C -0.125 1.191 -0.088
C -0.840 0.567 -1.105
C -2.189 0.805 -1.241
C -2.848 1.678 -0.373
C -2.120 2.325 0.621
C -0.767 2.081 0.759
H -0.195 2.575 1.528
H -2.597 3.014 1.300
O -4.181 1.830 -0.591
C -4.909 2.684 0.260
H -5.940 2.635 -0.087
H -4.861 2.349 1.301
H -4.554 3.717 0.192
H -2.762 0.327 -2.020
H -0.338 -0.098 -1.792
C 4.634 2.050 0.470
H 4.812 2.896 -0.190
H 4.845 2.331 1.502
S 5.838 0.692 0.002
O 6.070 0.830 -1.434
C 4.541 -0.664 0.175
H 4.690 -1.351 -0.656
H 4.732 -1.173 1.120
H 1.720 -2.150 -0.711
H -0.678 -3.675 1.309
H 0.573 -3.895 0.069
H -0.978 -2.670 -1.557
H -1.546 -4.251 -1.016
H -3.362 -2.516 -0.977
H -2.434 -1.596 0.211
H -3.054 -3.194 0.623

Summary:
Frontier orbital gap in eV: 8.6898
LUMO level in eV: 0.49
Strongest force on any atom in hartree/bohr: 0.024
Total charge: 0
HOMO in eV: -8.2
Energy above the lowest of the compared OMol25 structures with the same formula, charge and spin in kcal/mol: 67.3

Formally, the Mulliken partial charges of the atoms, in units of the elementary charge, are as follows: number 1, C, carries -1.098; number 2, C, carries -0.236; number 3, C, carries -0.863; number 4, C, carries 0.361; number 5, O, carries -0.589; number 6, N, carries -0.084; number 7, C, carries -0.918; number 8, C, carries 0.903; number 9, C, carries 0.104; number 10, N, carries -1.288; number 11, N, carries 1.084; number 12, C, carries -0.323; number 13, C, carries 0.274; number 14, C, carries -0.922; number 15, C, carries 0.983; number 16, C, carries -0.379; number 17, C, carries -0.934; number 18, H, carries 0.484; number 19, H, carries 0.414; number 20, O, carries -0.455; number 21, C, carries -0.899; number 22, H, carries 0.242; number 23, H, carries 0.352; number 24, H, carries 0.354; number 25, H, carries 0.456; number 26, H, carries 0.506; number 27, C, carries -0.624; number 28, H, carries 0.399; number 29, H, carries 0.339; number 30, S, carries 0.378; number 31, O, carries -0.606; number 32, C, carries -0.694; number 33, H, carries 0.431; number 34, H, carries 0.356; number 35, H, carries 0.326; number 36, H, carries 0.352; number 37, H, carries 0.310; number 38, H, carries 0.258; number 39, H, carries 0.342; number 40, H, carries 0.323; number 41, H, carries 0.199; number 42, H, carries 0.379